[1]
DFT (wB97M-V/def2-TZVPD) results for 2 unconnected molecules or ions with the total composition C15H16F3N3O2S.

The geometry in ORCA input format:
```
! wB97M-V def2-TZVPD RIJCOSX def2/J DEFGRID3
* xyz 0 1
C -3.04 -0.14 0.92
N -1.66 0.31 1.05
C -1.29 1.74 1.00
C 0.24 1.74 1.15
N 0.61 0.31 1.07
C 1.99 -0.15 1.23
C -0.53 -0.53 1.05
C -0.53 -1.87 1.04
H -3.19 -1.07 1.45
H -3.72 0.61 1.33
H -3.29 -0.29 -0.13
H -1.61 2.16 0.03
H -1.80 2.29 1.79
H 0.75 2.30 0.36
H 0.56 2.14 2.11
H 2.13 -1.10 0.71
H 2.68 0.58 0.82
H 2.21 -0.31 2.29
H 0.39 -2.43 1.02
H -1.44 -2.43 1.05
F -1.04 -4.75 3.31
C 0.12 -4.54 3.95
F 0.19 -5.27 5.07
F 1.16 -4.80 3.15
S 0.19 -2.79 4.41
N 1.68 -2.94 5.15
C 2.89 -2.75 4.49
O 3.06 -2.41 3.34
C 3.93 -3.02 5.48
C 3.32 -3.31 6.70
C 4.07 -3.56 7.83
C 5.44 -3.52 7.73
C 6.06 -3.23 6.52
C 5.31 -2.98 5.38
C 1.86 -3.24 6.50
O 1.02 -3.38 7.36
H 3.57 -3.76 8.76
H 6.05 -3.67 8.60
H 7.13 -3.17 6.46
H 5.76 -2.74 4.44
*
```

Computed properties:
* energy above the lowest of the compared OMol25 structures with the same formula, charge and spin: 0.0 kcal/mol
* highest occupied orbital energy: -6.997 eV
* Kohn-Sham gap: 0.2346 hartree
* SMILES: O=C1c2ccccc2C(=O)N1SC(F)(F)F.C=C1N(C)CCN1C



[2]
DFT (wB97M-V/def2-TZVPD) results for a molecular structure, C15H16F6N4O3PtS.

The geometry in ORCA input format:
```
! wB97M-V def2-TZVPD RIJCOSX def2/J DEFGRID3
* xyz 0 1
Pt 0.51 0.10 0.17
N -2.72 2.94 0.48
C -1.73 2.02 0.69
S -0.95 1.33 -0.82
N -1.31 1.76 1.86
N -0.16 0.98 1.92
C 0.52 1.15 3.00
C 1.83 0.62 3.26
C 2.40 0.99 4.50
C 3.67 0.62 4.86
C 4.41 -0.15 3.95
C 3.89 -0.53 2.74
C 2.58 -0.17 2.34
O 2.15 -0.61 1.21
H -3.29 2.84 -0.34
H -3.21 3.23 1.31
H 0.07 1.78 3.76
H 1.81 1.59 5.18
H 4.09 0.91 5.81
H 5.42 -0.45 4.20
H 4.47 -1.12 2.04
N 1.63 -4.21 0.02
C 1.18 -2.94 -0.17
O 0.22 -2.51 0.44
C 1.95 -2.13 -1.19
C 1.33 -0.77 -1.52
H 1.21 -4.77 0.74
H 2.46 -4.55 -0.44
H 2.04 -2.74 -2.10
H 2.96 -2.01 -0.79
H 0.60 -0.92 -2.31
H 2.10 -0.11 -1.91
C -3.97 -0.44 -2.68
C -2.83 0.56 -2.67
O -2.34 0.53 -1.33
C -1.78 0.12 -3.72
F -2.26 0.26 -4.95
F -0.64 0.83 -3.65
F -1.47 -1.16 -3.54
C -3.39 1.96 -3.02
F -4.04 1.97 -4.18
F -2.44 2.90 -3.07
F -4.27 2.34 -2.07
H -3.59 -1.40 -2.35
H -4.39 -0.53 -3.68
H -4.74 -0.11 -1.99
*
```

Computed properties:
* energy above the lowest of the compared OMol25 structures with the same formula, charge and spin: 27.7 kcal/mol
* highest occupied orbital energy: -7.516 eV
* Kohn-Sham gap: 0.2729 hartree



[3]
DFT (wB97M-V/def2-TZVPD) results for a molecular structure, C15H16N2O6P.

The geometry in ORCA input format:
```
! wB97M-V def2-TZVPD RIJCOSX def2/J DEFGRID3
* xyz 1 1
C -2.12 -3.00 -0.71
C -3.09 -3.06 -1.84
N -3.38 -4.00 -2.62
C -3.85 -1.75 -2.13
P -5.56 -1.79 -1.63
O -6.24 -3.16 -1.82
N -7.81 -3.67 -1.08
O -7.61 -4.17 -0.12
H -2.65 -2.99 0.25
H -1.56 -2.07 -0.78
H -1.45 -3.85 -0.73
H -2.84 -4.85 -2.42
H -3.40 -0.90 -1.59
H -3.82 -1.53 -3.20
H -5.64 -1.40 -0.28
H -6.27 -0.79 -2.32
C 3.11 0.25 -0.49
C 1.78 0.27 -0.37
C 0.91 -0.39 -1.37
O -0.30 -0.38 -1.26
C 1.56 -1.07 -2.51
C 2.88 -1.10 -2.64
C 3.76 -0.44 -1.63
O 4.97 -0.46 -1.75
H 3.76 0.72 0.24
H 1.29 0.76 0.46
H 0.90 -1.54 -3.23
H 3.39 -1.59 -3.46
C 3.40 3.88 2.00
C 3.61 5.08 2.54
C 3.50 5.28 4.01
O 3.69 6.37 4.51
C 3.15 4.11 4.84
C 2.93 2.91 4.30
C 3.04 2.71 2.83
O 2.85 1.62 2.33
H 3.47 3.70 0.93
H 3.87 5.95 1.96
H 3.07 4.29 5.91
H 2.68 2.04 4.88
*
```

Computed properties:
* highest occupied orbital energy: -11.886 eV
* Kohn-Sham gap: 0.2161 hartree



[4]
DFT (wB97M-V/def2-TZVPD) results for 2 unconnected molecules or ions with the total composition C15H16N3.

The geometry in ORCA input format:
```
! wB97M-V def2-TZVPD RIJCOSX def2/J DEFGRID3
* xyz 1 1
C -0.17 2.05 -0.81
N -0.95 1.73 -1.85
N -1.21 2.03 -2.97
C -0.21 1.19 0.34
C 0.80 1.23 1.34
C 0.61 0.58 2.55
C -0.57 -0.15 2.79
C -1.53 -0.27 1.77
C -1.34 0.37 0.55
H 0.68 2.75 -0.95
H 1.72 1.78 1.12
H 1.39 0.60 3.31
H -0.71 -0.67 3.74
H -2.41 -0.89 1.93
H -2.08 0.27 -0.25
C -2.31 5.50 -2.46
N -1.13 5.20 -1.64
C 0.12 5.85 -1.98
C 1.05 5.17 -2.77
C 2.26 5.77 -3.08
C 2.57 7.05 -2.63
C 1.62 7.74 -1.87
C 0.40 7.15 -1.54
C -1.22 4.25 -0.72
H -2.03 6.14 -3.29
H -2.73 4.57 -2.84
H -3.08 5.98 -1.85
H 0.81 4.16 -3.13
H 2.98 5.23 -3.70
H 3.52 7.52 -2.89
H 1.84 8.75 -1.54
H -0.33 7.68 -0.93
H -0.45 4.17 0.05
H -2.24 3.92 -0.49
*
```

Computed properties:
* energy above the lowest of the compared OMol25 structures with the same formula, charge and spin: 76.4 kcal/mol
* highest occupied orbital energy: -11.171 eV
* Kohn-Sham gap: 0.2494 hartree



[5]
DFT (wB97M-V/def2-TZVPD) results for C15H16N4O3S2 in the gas phase.

The geometry in ORCA input format:
```
! wB97M-V def2-TZVPD RIJCOSX def2/J DEFGRID3
* xyz 0 1
C 1.22 -2.23 -4.77
H 0.72 -2.26 -5.74
O 0.19 -2.19 -3.82
C 0.53 -2.15 -2.50
C -0.54 -2.11 -1.61
C -0.32 -2.07 -0.24
C 0.98 -2.08 0.26
C 2.03 -2.11 -0.63
C 1.83 -2.15 -2.00
H 2.68 -2.18 -2.66
H 3.04 -2.11 -0.25
H 1.15 -2.06 1.32
N -1.45 -2.01 0.59
C -1.50 -1.83 1.93
O -0.58 -1.91 2.70
C -2.92 -1.57 2.45
H -2.85 -1.15 3.46
H -3.49 -2.50 2.48
S -3.90 -0.44 1.41
C -2.71 0.80 1.18
N -1.55 0.73 1.71
N -0.73 1.74 1.35
C -1.25 2.66 0.49
N -0.76 3.64 -0.13
C 0.47 4.24 -0.07
O 0.88 4.91 -0.99
C 1.30 4.02 1.19
H 0.75 4.38 2.06
H 2.21 4.61 1.09
C 1.63 2.54 1.34
H 2.54 2.42 1.93
H 1.82 2.10 0.35
C 0.53 1.76 2.05
H 0.82 0.71 2.19
H 0.36 2.19 3.05
S -2.94 2.20 0.15
H -2.33 -1.96 0.09
H -1.54 -2.10 -2.01
H 1.84 -3.13 -4.66
H 1.85 -1.34 -4.72
*
```

Computed properties:
* energy above the lowest of the compared OMol25 structures with the same formula, charge and spin: 11.8 kcal/mol
* highest occupied orbital energy: -8.558 eV
* Kohn-Sham gap: 0.3274 hartree
* SMILES: COc1cccc(NC(=O)CSC2=NN3CCCC(=O)N=C3S2)c1



[6]
DFT (wB97M-V/def2-TZVPD) results for a molecular structure, C15H16NO7PdSe.

The geometry in ORCA input format:
```
! wB97M-V def2-TZVPD RIJCOSX def2/J DEFGRID3
* xyz -1 1
Pd 1.85 -0.88 1.01
O 3.37 -1.54 4.73
C 3.42 -1.31 3.42
O 2.95 -2.08 2.61
C 4.21 -0.05 3.06
O 3.71 0.54 1.88
C 2.86 1.67 2.15
C 1.76 1.29 3.21
O 1.60 2.05 4.16
O 1.21 0.17 3.02
H 2.81 -2.31 4.90
H 5.25 -0.33 2.87
H 4.15 0.64 3.91
H 2.38 1.92 1.19
H 3.47 2.50 2.52
Se 3.80 -0.23 -3.05
C 3.23 -1.06 -1.64
N 2.89 -1.70 -0.71
C -4.98 0.79 -3.46
C -3.77 0.43 -2.64
C -2.55 0.19 -3.25
C -1.42 -0.13 -2.51
C -0.12 -0.41 -3.20
C -1.53 -0.20 -1.13
C -2.76 0.01 -0.49
C -2.87 -0.13 1.00
C -3.86 0.33 -1.26
C -0.30 -0.47 -0.31
O -0.20 -1.54 0.34
O 0.58 0.42 -0.28
H -4.68 1.10 -4.46
H -5.54 1.59 -2.99
H -5.64 -0.08 -3.55
H -2.47 0.26 -4.33
H -0.25 -0.44 -4.28
H 0.30 -1.36 -2.87
H 0.61 0.36 -2.95
H -2.06 0.40 1.50
H -2.78 -1.18 1.28
H -3.82 0.25 1.36
H -4.81 0.51 -0.78
*
```

Computed properties:
* energy above the lowest of the compared OMol25 structures with the same formula, charge and spin: 40.3 kcal/mol
* highest occupied orbital energy (alpha / beta): -5.158 / -5.158 eV
* Kohn-Sham gap (alpha / beta): 0.2401 / 0.2403 hartree



[7]
DFT (wB97M-V/def2-TZVPD) results for a molecular structure, C15H17IrN.

The geometry in ORCA input format:
```
! wB97M-V def2-TZVPD RIJCOSX def2/J DEFGRID3
* xyz 0 6
C -3.17 -0.72 -2.29
C -2.41 -0.06 -3.32
C -1.68 1.03 -2.72
C -1.99 1.04 -1.31
C -2.91 -0.04 -1.05
Ir -1.01 -0.86 -1.90
C 0.76 -1.52 -2.54
C 0.41 -2.82 -1.80
C 0.96 -4.04 -2.17
N -0.53 -2.54 -0.93
H -1.03 1.72 -3.25
H -2.41 -0.34 -4.37
H -1.60 1.74 -0.57
H -3.34 -0.31 -0.09
H -3.81 -1.59 -2.42
H 0.87 -1.68 -3.61
H -1.13 -3.24 -0.50
H 1.62 -1.04 -2.08
H 1.58 -4.05 -3.06
H 0.70 -4.95 -1.62
C 0.33 1.03 1.06
C 1.00 1.46 2.20
C 0.41 1.29 3.51
C 1.08 1.71 4.65
C 2.34 2.31 4.55
C 2.94 2.49 3.28
C 2.29 2.09 2.12
H -0.60 0.48 1.15
H 0.75 1.20 0.07
H -0.57 0.81 3.56
H 0.62 1.58 5.63
H 2.86 2.65 5.45
H 3.93 2.96 3.21
H 2.74 2.21 1.14
*
```

Computed properties:
* energy above the lowest of the compared OMol25 structures with the same formula, charge and spin: 0.0 kcal/mol
* highest occupied orbital energy (alpha / beta): -4.735 / -7.774 eV
* Kohn-Sham gap (alpha / beta): 0.1946 / 0.1932 hartree



[8]
DFT (wB97M-V/def2-TZVPD) results for C15H17N3O5 in the gas phase.

The geometry in ORCA input format:
```
! wB97M-V def2-TZVPD RIJCOSX def2/J DEFGRID3
* xyz 0 1
C 0.52 2.39 -0.54
C 1.58 1.53 0.08
C -0.69 1.70 -1.28
C -1.77 1.19 -0.39
C -2.42 1.99 0.50
C -2.26 -0.12 -0.16
C -3.28 -0.06 0.80
C -1.92 -1.43 -0.64
C -4.08 -1.16 1.12
C -2.67 -2.49 -0.24
C -3.82 -2.39 0.51
C 2.05 -0.82 0.93
C 2.90 -0.62 2.24
C 2.98 -1.32 -0.15
C 2.26 -2.06 -1.27
H 0.91 4.06 -1.75
H 2.23 3.11 -1.44
H 0.00 3.07 0.17
H -1.04 2.46 -2.05
H -0.26 0.86 -1.92
H -2.15 3.10 0.63
H -4.01 1.69 1.79
H -0.95 -1.58 -1.15
H -4.94 -1.07 1.74
H -2.31 -3.45 -0.64
H -4.44 -3.25 0.81
H 0.05 0.12 0.71
H 1.57 -1.74 1.13
H 3.62 -2.09 0.22
H 3.51 -0.53 -0.64
H 2.51 -2.80 -2.92
H 3.76 0.88 1.52
N 1.22 3.10 -1.59
N -3.30 1.25 1.23
N 1.12 0.29 0.58
O 2.79 1.85 0.21
O 2.68 -1.32 3.17
O 1.13 -2.47 -1.35
O 3.14 -2.26 -2.30
O 3.79 0.39 2.34
*
```

Computed properties:
* energy above the lowest of the compared OMol25 structures with the same formula, charge and spin: 43.1 kcal/mol
* highest occupied orbital energy: -8.184 eV
* Kohn-Sham gap: 0.3198 hartree
* SMILES: N[C@@H](Cc1c[nH]c2ccccc12)C(=O)N[C@@H](CC(=O)O)C(=O)O



The calculation returns the following electronic energy values, one per record and in order: -43367.182, -58304.861, -40356.364, -20274.919, -49587.625, -100465.071, -20150.085, -30539.224 eV.
The calculation returns the following max |F| values, one per record and in order: 2.2, 0.7, 1.5, 6.3, 1.0, 2.5, 5.5, 3.6 eV Å⁻¹.